Entry 1:
Formula: C30H57BBrFNO11P2S
Source: the Open Molecules 2025 dataset
Level of theory: ωB97M-V/def2-TZVPD

```
105
Properties=species:S:1:pos:R:3
C -0.9427 5.3881 2.3285
O -1.4331 4.0989 1.9039
B -1.6806 4.0576 0.5494
O -0.6172 4.3441 -0.2649
C -3.1730 3.7356 -0.0229
C -3.5252 5.0779 -0.7650
C -3.9289 4.9228 -2.2477
C -5.3231 4.2635 -2.4764
C -6.5055 5.2045 -2.2235
C -6.9173 5.4501 -0.9089
C -8.0019 6.2979 -0.6724
C -8.6393 6.8943 -1.7555
C -8.2394 6.6456 -3.0696
C -7.1715 5.7801 -3.3076
C -3.1630 2.4106 -0.8308
C -1.8081 1.6688 -1.0819
C -2.0512 0.4236 -1.9922
F -1.7733 -0.7324 -1.2814
S -4.1506 1.1274 0.0892
C -4.6509 2.3468 1.2390
Br -5.9158 1.7042 2.4841
N -4.1275 3.5191 1.1177
C -4.5725 4.5252 2.1213
C -4.0104 4.3157 3.5582
C -5.1175 4.3473 4.6525
O -4.6397 5.0139 5.8117
H -1.4239 5.7289 3.2556
H -1.0721 6.1596 1.5527
H 0.1372 5.3304 2.5381
H -0.8520 4.3298 -1.2017
H -4.3341 5.6437 -0.2787
H -2.6539 5.7555 -0.7368
H -3.9936 5.9434 -2.6643
H -3.1943 4.3853 -2.8697
H -5.4937 3.3496 -1.8826
H -5.3700 3.9752 -3.5401
H -6.3576 4.9514 -0.1125
H -8.3067 6.5025 0.3569
H -9.4826 7.5606 -1.5580
H -8.7932 7.1197 -3.8824
H -6.8569 5.5539 -4.3291
H -3.6417 2.3741 -1.8179
H -1.1428 2.3267 -1.6632
H -1.3176 1.3196 -0.1610
H -3.0789 0.3942 -2.4029
H -1.3907 0.4763 -2.8717
H -4.2698 5.5336 1.8029
H -5.6716 4.5296 2.1171
H -3.4502 3.3723 3.6393
H -3.3076 5.1242 3.7915
H -5.3113 3.2997 4.9452
H -6.0726 4.7697 4.2981
H -4.7004 4.4297 6.5734
O 2.7298 -1.5915 4.1060
P 2.3876 -1.8047 2.6643
O 1.1045 -2.8336 2.8121
C -0.1391 -2.3045 3.2627
C -0.8240 -1.4809 2.1848
O 3.6050 -2.8343 2.2840
C 4.7952 -2.9726 3.0715
C 4.6537 -4.1804 3.9757
O 2.0729 -1.5666 1.0540
C 2.4463 -2.5101 0.0309
C 1.8199 -3.8816 0.1725
H 0.0149 -1.7094 4.1678
H -0.7669 -3.1556 3.5278
H -0.2557 -0.5717 1.9680
H -1.8274 -1.1877 2.5026
H -0.8979 -2.0435 1.2540
H 5.0130 -2.0670 3.6357
H 5.6318 -3.1201 2.3850
H 3.7265 -4.1485 4.5477
H 5.4922 -4.2458 4.6708
H 4.6243 -5.0950 3.3799
H 3.5265 -2.5694 -0.0530
H 2.0977 -2.0791 -0.9110
H 2.1948 -4.4135 1.0451
H 2.0448 -4.4927 -0.7044
H 0.7375 -3.8029 0.2755
O 4.5543 -5.2698 -3.6188
P 5.3428 -5.7119 -2.4199
O 6.5548 -4.5852 -2.5207
C 6.2527 -3.2507 -2.1313
C 6.1432 -3.1227 -0.6224
O 6.0627 -7.0234 -3.0982
C 5.4990 -7.7014 -4.2219
C 6.1478 -7.2280 -5.5073
O 5.8804 -6.1671 -0.9267
C 7.0021 -7.0289 -0.6810
C 8.3328 -6.5121 -1.1812
H 5.3301 -2.9203 -2.6196
H 7.0643 -2.6195 -2.4949
H 5.2796 -3.6784 -0.2486
H 6.0299 -2.0774 -0.3270
H 7.0267 -3.5357 -0.1348
H 4.4166 -7.5826 -4.2515
H 5.6970 -8.7670 -4.0861
H 6.1278 -6.1416 -5.5921
H 5.6454 -7.6564 -6.3760
H 7.1978 -7.5261 -5.5313
H 6.7965 -8.0299 -1.0573
H 7.0582 -7.1210 0.4061
H 8.3763 -6.4832 -2.2686
H 9.1347 -7.1659 -0.8341
H 8.5205 -5.5016 -0.8177
```

Computed properties:
total charge	+1

---

Entry 2:
Formula: C31H54BrFN4O5PSi
Source: the Open Molecules 2025 dataset
Level of theory: ωB97M-V/def2-TZVPD

```
98
Properties=species:S:1:pos:R:3
C 3.7884 -1.5126 -1.2194
C 2.9503 -1.7807 0.0882
C 1.5684 -2.5670 -0.1304
Br 1.6867 -3.5139 -1.8620
C 0.3092 -1.6094 -0.0071
C 0.3082 -0.9050 1.4245
C 0.8311 -1.7582 2.6097
O -0.0450 -2.8306 3.0087
Si 0.7739 -4.1459 3.7396
C 2.1803 -3.6060 4.9217
C 1.4520 -5.4115 2.4796
C -0.4809 -5.0893 4.8416
C 0.5336 -0.4505 -1.0875
C -0.8451 0.2571 -1.2959
C -0.8045 1.6582 -2.0495
C 0.6387 2.2004 -2.3722
C 1.2166 2.9735 -1.1150
C 2.2440 4.0911 -1.6235
N 3.4791 3.3815 -2.0623
N -1.8110 -0.7309 -1.8579
C -1.3267 -1.5125 -3.0355
C -0.5880 -0.7187 -4.1704
O 0.0825 -1.7331 -4.9671
C -1.5573 0.0249 -5.1826
N -2.9547 0.1594 -4.6942
C -2.2947 -1.6199 -0.7307
C -3.2002 -0.8457 0.3133
C -3.8411 0.4141 -0.0797
C -4.6013 1.0455 0.9802
C -4.6174 0.3508 2.2455
N -4.0672 -0.8210 2.6049
C -3.3459 -1.4362 1.6302
P -3.4902 -2.9748 -1.3296
O -4.2357 -3.6290 -0.2408
O -4.5945 -2.1736 -2.3100
O -2.7578 -4.1638 -2.2323
C -1.0691 -2.3849 -0.1147
H 4.3750 -2.4008 -1.5671
H 3.2073 -1.0359 -2.0480
H 4.5716 -0.7502 -0.9366
H 3.5841 -2.4568 0.7250
H 2.8219 -0.7981 0.5979
H 1.5455 -3.3824 0.6381
H 0.8311 0.0813 1.4508
H -0.7748 -0.6785 1.6441
H 1.8638 -2.1818 2.4833
H 0.9119 -1.0657 3.4993
H 1.7501 -3.0828 5.8081
H 2.9255 -2.9866 4.3580
H 2.6971 -4.5438 5.2671
H 0.9643 -5.2911 1.4734
H 1.2208 -6.4383 2.8533
H 2.5668 -5.3330 2.4056
H -0.5412 -4.6832 5.8773
H -1.4637 -5.1633 4.3161
H -0.0939 -6.1444 4.9191
H 1.2304 0.2780 -0.5948
H 1.0542 -0.7777 -2.0145
H -1.1041 0.6029 -0.2572
H -1.3695 1.6342 -3.0270
H -1.3171 2.4639 -1.4563
H 0.5069 2.9921 -3.1641
H 1.3451 1.4534 -2.8020
H 1.8050 2.3281 -0.4194
H 0.4016 3.5164 -0.5600
H 1.8165 4.6294 -2.5028
H 2.4552 4.8339 -0.8183
H 3.7238 2.6905 -1.3503
H 3.2875 2.8249 -2.9010
H -2.5894 -0.1787 -2.2658
H -0.6759 -2.3830 -2.7826
H -2.2059 -1.9559 -3.5822
H 0.2341 -0.0471 -3.8447
H -0.5216 -2.4874 -5.0732
H -1.5641 -0.4743 -6.1772
H -1.1671 1.0706 -5.3480
H -3.1009 1.0902 -4.2934
H -3.6237 0.0838 -5.4650
H -3.7698 0.8702 -1.0858
H -5.1331 2.0041 0.8173
H -5.1803 0.8711 3.0615
H -2.9008 -2.4113 1.9361
H -4.7524 -2.7868 -3.0552
H -2.9417 -3.9754 -3.1709
H -0.8757 -3.2494 -0.8177
H -1.2437 -2.8706 0.8711
F 1.2561 5.3137 1.2473
C 1.6157 6.3687 2.0103
C 0.6344 7.1409 2.6027
C 1.0052 8.2224 3.3909
C 2.3507 8.5234 3.5677
C 3.3259 7.7410 2.9619
C 2.9573 6.6526 2.1821
H -0.4089 6.8955 2.4466
H 0.2458 8.8306 3.8666
H 2.6384 9.3700 4.1793
H 4.3740 7.9784 3.0967
H 3.7039 6.0263 1.7092
```

Computed properties:
total charge	+1

---

Across the entries above, HOMO level takes the values -11.08 -11.02 eV, respectively.